# 1
Here is one molecule with the formula C14H12FN3S2 in a non-equilibrium geometry from OMol25. Energies are from the ωB97M-V functional and the def2-TZVPD basis.

XYZ file:
```
32
Properties=species:S:1:pos:R:3:nbo_charge:R:1
F -0.73 -4.81 0.33 -0.30
S -2.84 1.88 -2.08 -0.29
N -1.12 2.66 1.23 -0.27
S 1.65 -0.28 1.41 0.42
C -1.72 2.30 -0.87 0.25
C -0.23 1.81 0.75 0.33
C 2.33 -0.03 3.07 -0.33
C 1.89 1.10 3.60 -0.28
C 1.02 1.77 2.84 -0.18
C 0.75 1.22 1.61 -0.27
C -1.57 -2.61 -0.21 -0.29
C 0.62 -3.23 -0.86 -0.28
C -1.40 -1.34 -0.68 -0.20
C 0.82 -1.91 -1.30 -0.20
C -0.60 -3.61 -0.20 0.42
C -0.17 -0.90 -1.22 -0.05
N -1.98 2.98 0.28 -0.38
N -0.55 1.52 -0.61 -0.40
C 0.26 0.67 -3.02 -0.62
C 0.26 0.56 -1.52 -0.03
H 3.05 -0.58 3.56 0.23
H 2.40 1.57 4.42 0.23
H 0.52 2.70 3.24 0.24
H -2.53 -3.06 0.04 0.23
H 1.35 -3.99 -0.76 0.22
H -2.21 -0.60 -0.56 0.24
H 1.78 -1.76 -1.86 0.22
H -2.93 3.06 0.63 0.43
H -0.75 0.40 -3.38 0.24
H 0.97 -0.05 -3.42 0.23
H 0.37 1.74 -3.27 0.23
H 1.32 0.80 -1.24 0.22
```

Properties
SMILES string: C[C@H](c1ccc(F)cc1)n1c(-c2cccs2)n[nH]c1=S
LUMO energy: 0.059 eV
Net charge: 0
HOMO energy: -0.288 Eh
Relative energy (zero: lowest compared OMol25 entry of this formula, charge and spin): 0.0 kcal/mol
Orbital gap: 0.290 Ha

=====

# 2
Here is one molecule with the formula C14H12FN5OS2 in a non-equilibrium geometry from OMol25. Energies are from the ωB97M-V functional and the def2-TZVPD basis.

XYZ file:
```
35
Properties=species:S:1:pos:R:3:nbo_charge:R:1
C -4.02 -3.07 0.07 -0.41
N -2.89 -2.24 -0.23 -0.36
C -1.59 -2.59 -0.45 0.14
N -0.87 -1.54 -0.71 -0.27
N -1.67 -0.47 -0.68 -0.35
C -2.88 -0.89 -0.39 0.16
S -4.30 0.09 -0.23 0.30
C -3.50 1.73 -0.20 -0.62
C -2.85 1.89 1.16 0.67
O -3.51 2.00 2.17 -0.58
N -1.49 1.87 1.25 -0.63
C -0.47 1.74 0.34 0.29
N 0.66 1.24 0.68 -0.48
C 1.57 1.27 -0.33 0.13
C 1.11 1.84 -1.48 -0.44
S -0.51 2.37 -1.31 0.38
H 1.60 1.96 -2.43 0.24
C 2.89 0.69 -0.11 -0.08
C 3.10 -0.12 1.01 -0.15
C 4.33 -0.69 1.25 -0.28
C 5.36 -0.44 0.36 0.40
C 5.19 0.36 -0.76 -0.28
C 3.95 0.92 -0.99 -0.17
H 3.81 1.55 -1.85 0.21
H 6.02 0.53 -1.42 0.23
F 6.58 -0.99 0.59 -0.33
H 4.50 -1.31 2.11 0.23
H 2.27 -0.29 1.68 0.24
H -1.16 1.82 2.21 0.43
H -4.30 2.45 -0.31 0.26
H -2.81 1.77 -1.03 0.25
H -1.23 -3.60 -0.41 0.21
H -4.62 -2.59 0.84 0.23
H -3.67 -4.04 0.43 0.22
H -4.64 -3.22 -0.81 0.21
```

Properties
SMILES string: Cn1cnnc1SCC(=O)Nc1nc(-c2ccc(F)cc2)cs1
LUMO energy: 0.419 eV
Net charge: 0
HOMO energy: -0.289 Eh
Orbital gap: 0.305 Ha

=====

# 3
Here is an isolated ion of composition C14H12N and charge +1 in a non-equilibrium geometry from OMol25. Energies are from the ωB97M-V functional and the def2-TZVPD basis.

XYZ file:
```
27
Properties=species:S:1:pos:R:3:nbo_charge:R:1
C -2.22 -2.55 -0.09 -0.09
C -3.05 -1.60 -0.59 -0.23
C 3.33 -0.80 0.65 -0.17
C 3.65 0.09 -0.39 -0.22
C -0.86 -2.39 0.15 -0.21
C -2.61 -0.28 -0.53 -0.06
C 2.12 -1.42 0.70 -0.21
C 2.59 0.51 -1.21 0.03
C -0.35 -1.09 -0.05 0.12
C -1.29 -0.02 -0.18 -0.20
C 1.11 -0.85 -0.07 0.13
C -0.10 2.18 0.83 -0.49
C -1.43 2.66 0.26 -0.47
C -0.94 1.33 0.02 0.44
N 1.36 0.09 -1.03 -0.42
H -2.62 -3.52 0.13 0.24
H -3.99 -1.79 -1.18 0.26
H 4.08 -1.12 1.35 0.24
H 4.71 0.57 -0.54 0.26
H -0.29 -3.26 0.53 0.25
H -3.32 0.53 -0.70 0.24
H 1.95 -2.34 1.41 0.25
H 2.71 1.08 -2.17 0.22
H 0.82 2.66 0.55 0.29
H 0.14 1.76 1.77 0.27
H -2.35 2.64 0.99 0.27
H -1.39 3.42 -0.52 0.29
```

Properties
LUMO energy: -5.640 eV
Net charge: +1
HOMO energy: -0.464 Eh
Relative energy (zero: lowest compared OMol25 entry of this formula, charge and spin): 3.6 kcal/mol
Orbital gap: 0.257 Ha

=====

# 4
Here is C14H12N3O4 as an isolated structure in a non-equilibrium geometry from OMol25. Energies are from the ωB97M-V functional and the def2-TZVPD basis.

XYZ file:
```
33
Properties=species:S:1:pos:R:3:nbo_charge:R:1
C 2.61 -3.06 -0.26 -0.62
C 1.83 -1.86 0.17 -0.07
O 2.72 -0.73 0.21 -0.53
C 2.12 0.41 0.67 0.78
C 3.02 1.59 0.72 -0.57
C 2.17 2.71 0.81 0.29
N 1.49 3.67 0.80 -0.34
O 0.93 0.42 0.99 -0.63
H 1.90 -3.89 -0.25 0.20
H 3.01 -2.97 -1.27 0.21
H 3.42 -3.27 0.44 0.21
H 0.99 -1.68 -0.52 0.18
H 1.42 -2.03 1.17 0.19
H 3.63 1.55 -0.25 0.23
N 9.08 -3.00 1.78 -0.35
C 8.37 -2.07 1.79 0.30
C 7.47 -0.96 1.80 -0.22
C 7.04 -0.39 0.59 -0.15
C 6.12 0.65 0.60 -0.22
C 5.58 1.16 1.81 0.09
C 4.58 2.20 1.81 -0.15
C 4.14 2.78 2.99 -0.31
N 3.82 4.14 3.04 0.49
O 3.36 4.70 4.08 -0.49
O 4.07 4.78 1.98 -0.50
C 6.13 0.67 3.01 -0.22
C 7.06 -0.38 3.01 -0.16
H 7.39 -0.79 -0.36 0.22
H 5.80 1.12 -0.34 0.22
H 4.53 2.75 0.86 0.27
H 4.13 2.23 3.93 0.19
H 5.84 1.14 3.96 0.23
H 7.45 -0.78 3.94 0.22
```

Properties
LUMO energy: 2.097 eV
Net charge: -1
HOMO energy: -0.156 Eh
Relative energy (zero: lowest compared OMol25 entry of this formula, charge and spin): 5.6 kcal/mol
Orbital gap: 0.233 Ha

=====

Repeat the fourth record exactly.
Here is C14H12N3O4 as an isolated structure in a non-equilibrium geometry from OMol25. Energies are from the ωB97M-V functional and the def2-TZVPD basis.

XYZ file:
```
33
Properties=species:S:1:pos:R:3:nbo_charge:R:1
C 2.61 -3.06 -0.26 -0.62
C 1.83 -1.86 0.17 -0.07
O 2.72 -0.73 0.21 -0.53
C 2.12 0.41 0.67 0.78
C 3.02 1.59 0.72 -0.57
C 2.17 2.71 0.81 0.29
N 1.49 3.67 0.80 -0.34
O 0.93 0.42 0.99 -0.63
H 1.90 -3.89 -0.25 0.20
H 3.01 -2.97 -1.27 0.21
H 3.42 -3.27 0.44 0.21
H 0.99 -1.68 -0.52 0.18
H 1.42 -2.03 1.17 0.19
H 3.63 1.55 -0.25 0.23
N 9.08 -3.00 1.78 -0.35
C 8.37 -2.07 1.79 0.30
C 7.47 -0.96 1.80 -0.22
C 7.04 -0.39 0.59 -0.15
C 6.12 0.65 0.60 -0.22
C 5.58 1.16 1.81 0.09
C 4.58 2.20 1.81 -0.15
C 4.14 2.78 2.99 -0.31
N 3.82 4.14 3.04 0.49
O 3.36 4.70 4.08 -0.49
O 4.07 4.78 1.98 -0.50
C 6.13 0.67 3.01 -0.22
C 7.06 -0.38 3.01 -0.16
H 7.39 -0.79 -0.36 0.22
H 5.80 1.12 -0.34 0.22
H 4.53 2.75 0.86 0.27
H 4.13 2.23 3.93 0.19
H 5.84 1.14 3.96 0.23
H 7.45 -0.78 3.94 0.22
```

Properties
LUMO energy: 2.097 eV
Net charge: -1
HOMO energy: -0.156 Eh
Relative energy (zero: lowest compared OMol25 entry of this formula, charge and spin): 5.6 kcal/mol
Orbital gap: 0.233 Ha

=====

Question: What is the orbital gap in the fourth record?
Answer: 0.233 Ha

=====

Question: Which of these has the lowest orbital gap?
Answer: C14H12N3O4

=====

Question: The highest net charge belongs to which entry?
Answer: C14H12N